No. 1
The following is a quantum chemistry calculation of a molecular structure, C5H9NO in a non-equilibrium geometry, from the OMol25 dataset.

Calculated values
Net charge: 0
Gap between HOMO and LUMO (eV): 8.300

Structure (XYZ):
```
16
Properties=species:S:1:pos:R:3:forces:R:3
C -1.58409 -0.95965 -0.95784 -0.01 0.24 0.21
C 0.48635 1.28437 -0.63567 1.51 0.40 0.61
C 1.50373 1.24428 0.33675 -0.19 0.82 -1.47
N -0.97954 -0.00195 -0.01649 -0.49 -0.73 0.33
O -0.84276 -2.03577 -0.38251 -0.08 0.07 0.54
C -0.36710 -1.14079 0.63080 0.02 0.55 -1.39
C 0.56288 -1.10627 1.55110 0.69 1.14 -0.17
H -1.59794 0.55914 0.55578 0.05 -0.08 -0.06
H -2.66787 -1.06215 -0.84031 0.11 0.01 -0.03
H -1.31617 -0.77750 -2.00112 0.01 -0.12 0.04
H 0.64535 0.77759 -1.57999 -0.12 -0.18 0.06
H -0.16622 2.14569 -0.70911 -0.22 -0.19 0.20
H 1.18448 0.10487 1.21124 -1.11 -1.50 0.84
H 2.46647 0.87014 0.00642 -0.07 -0.28 0.07
H 1.59049 2.10785 0.98774 -0.19 -0.16 0.24
H 1.08194 -2.00986 1.84321 0.10 0.02 -0.04
```
Forces are in eV/Å.

Here are the Mulliken charges for atoms 1 to 4, given in e: -0.198, -0.275, -0.762, -0.265

---

No. 2
The following is a quantum chemistry calculation of a molecular structure, C32H28N9O5S2Tl, from the OMol25 dataset.

Calculated values
Net charge: 0
Gap between HOMO and LUMO (spin up / spin down) (eV): 5.497 / 5.145

Structure (XYZ):
```
77
Properties=species:S:1:pos:R:3:forces:R:3
Tl -0.37821 0.86333 0.93008 -0.05 -0.08 0.22
O 0.77022 -0.97185 5.01022 0.10 -0.04 0.14
C 0.36214 -0.73874 3.88924 0.05 0.25 -0.30
N 0.70970 0.36273 3.13901 -0.49 -0.34 0.09
C 1.87605 0.99102 3.24691 0.38 -0.03 0.07
C 3.05280 0.44194 3.85861 -0.40 -0.02 -0.09
C 4.20515 1.15192 3.87273 0.23 0.40 -0.17
C 4.28554 2.43105 3.23681 0.14 -0.35 0.17
C 3.20861 2.97233 2.60836 -0.25 -0.02 -0.04
C 1.95714 2.29039 2.61599 0.21 0.01 0.20
N 0.84292 2.72018 2.00548 -0.36 0.24 -0.33
C 0.62694 4.03089 1.68670 0.05 -0.26 -0.16
O 1.16295 4.98985 2.21278 0.09 0.08 0.10
C -0.43688 4.29802 0.63603 0.04 -0.27 0.00
C -0.88800 5.60109 0.49647 -0.03 0.15 -0.02
C -1.85939 5.87137 -0.44905 -0.01 0.04 -0.03
C -2.33522 4.83551 -1.23878 -0.03 0.02 -0.01
C -1.81884 3.56846 -1.04248 0.17 -0.08 0.13
N -0.89087 3.29735 -0.12040 -0.14 0.08 -0.03
C -0.68700 -1.64367 3.28304 0.10 0.13 -0.14
C -1.23325 -2.64165 4.07289 -0.02 -0.06 0.06
C -2.19091 -3.47594 3.51912 0.00 -0.04 0.02
C -2.55115 -3.30025 2.19416 -0.06 -0.02 0.00
C -1.94486 -2.28292 1.47602 0.25 0.08 0.05
N -1.03378 -1.46809 2.00978 -0.59 -0.05 -0.09
H 2.98284 -0.52274 4.33996 0.00 0.04 -0.02
H 5.07887 0.74770 4.36707 0.01 0.02 -0.02
H 5.22165 2.97511 3.25686 -0.01 -0.03 0.01
H 3.26834 3.93849 2.13115 0.00 0.02 0.03
H -0.46864 6.36530 1.13398 -0.01 0.00 0.00
H -2.23968 6.87729 -0.57261 0.00 -0.02 0.01
H -3.10268 4.99831 -1.98361 0.05 0.01 -0.01
H -2.16188 2.73065 -1.63807 -0.01 0.00 0.06
H -0.90516 -2.73487 5.09775 0.00 0.00 0.00
H -2.64475 -4.25892 4.11371 0.01 0.02 -0.01
H -3.28964 -3.93330 1.71985 0.07 -0.01 -0.02
H -2.17522 -2.13038 0.42822 0.00 -0.02 0.02
C -0.85421 0.19215 -4.07610 0.13 -0.03 -0.03
C -0.42381 0.40303 -2.65586 0.14 0.26 0.04
N -1.16130 0.22378 -1.62953 -0.33 -0.07 -0.19
N -2.40375 -0.31827 -1.83367 0.24 0.44 0.18
C -3.39489 -0.17373 -0.92359 0.06 -0.16 -0.13
N -4.51282 -0.83395 -1.24567 -0.17 0.12 0.17
S -3.30693 0.74919 0.48392 0.16 -0.04 -0.09
C 0.97821 0.85454 -2.36839 -0.35 0.01 0.11
C 1.90068 1.01646 -3.38363 0.20 0.03 -0.18
C 3.19815 1.39900 -3.06366 -0.01 -0.02 -0.12
C 3.53488 1.60143 -1.74232 0.05 0.00 0.06
C 2.55801 1.38597 -0.77921 -0.18 0.00 -0.04
N 1.31599 1.01867 -1.08271 0.26 0.24 0.07
H -1.93172 0.28588 -4.18352 -0.05 -0.05 0.00
H -0.55116 -0.79538 -4.43945 -0.11 0.14 -0.03
H -0.40722 0.94367 -4.72397 0.02 -0.01 0.02
H -2.56396 -0.88170 -2.65665 0.09 -0.32 -0.08
H -4.60411 -1.39307 -2.07913 0.08 -0.11 -0.01
H -5.29706 -0.76353 -0.62159 0.00 -0.03 -0.01
H 1.63789 0.82276 -4.41345 -0.01 0.04 0.04
H 3.93389 1.52425 -3.84802 -0.03 0.01 0.02
H 4.53098 1.90479 -1.44978 -0.03 -0.03 0.01
H 2.78538 1.50728 0.27563 -0.02 0.02 -0.06
N 1.57265 -2.02903 0.82459 0.02 0.10 -0.16
C 0.92910 -2.79689 -0.16654 0.21 0.25 0.61
C 0.72826 -2.21210 -1.40647 0.02 -0.22 -0.18
C -0.02165 -2.83700 -2.37839 -0.13 -0.10 0.00
C -0.60482 -4.07238 -2.13066 0.41 0.05 0.31
C -0.37632 -4.68297 -0.90150 -0.03 0.17 0.00
C 0.38368 -4.04657 0.08423 -0.22 -0.22 -0.06
S -1.53830 -4.82818 -3.44110 -0.24 -0.39 -0.02
O -2.34100 -5.84358 -2.77815 0.01 0.19 -0.07
O -2.30697 -3.69982 -3.97736 -0.12 0.28 0.05
O -0.53733 -5.33868 -4.36020 -0.07 0.13 0.04
H 1.96050 -2.46681 1.64320 -0.03 -0.30 -0.14
H 2.15048 -1.28213 0.47768 0.16 -0.09 -0.06
H 1.16239 -1.25342 -1.58855 0.27 0.11 -0.03
H -0.19015 -2.37396 -3.34678 0.10 -0.19 0.16
H -0.82713 -5.65065 -0.71735 0.03 0.02 0.00
H 0.51970 -4.50602 1.05974 0.00 -0.03 -0.09
```
Forces are in eV/Å.

Here are the Mulliken charges for atoms 1 to 4, given in e: 1.218, -0.651, -0.113, -0.029

---

No. 3
The following is a quantum chemistry calculation of 7 unconnected molecules or ions with the total composition C27H41N5O6 in a non-equilibrium geometry, from the OMol25 dataset.

Calculated values
Net charge: 0
Gap between HOMO and LUMO (eV): 9.775
SMILES: O=C1OCCO1.O=C1OCCO1.c1ccncc1.CCCC#N.CCCC#N.CCCC#N.CCCC#N

Structure (XYZ):
```
79
Properties=species:S:1:pos:R:3:forces:R:3
N -15.24105 -3.57839 6.75824 -0.82 0.50 0.44
C -14.41104 -3.42414 5.71906 -2.49 -0.73 0.06
C -14.95527 -3.38450 4.42625 0.56 -0.05 0.53
C -16.35144 -3.49253 4.22775 2.00 0.97 -0.21
C -17.17231 -3.47591 5.32472 -0.32 -0.45 0.73
C -16.59186 -3.53463 6.59541 2.05 -0.55 -0.51
H -13.36718 -3.48492 5.98939 0.20 0.27 -0.45
H -14.19502 -3.27717 3.66671 -0.46 -0.13 -0.68
H -16.74890 -3.45449 3.22427 -0.06 -0.13 -0.05
H -18.23911 -3.51066 5.15991 -0.14 0.05 0.30
H -17.10336 -3.69405 7.53314 -0.53 0.26 -0.16
C -14.95366 8.52581 -0.18966 -0.89 0.05 -0.45
C -14.07523 9.71772 -0.39787 -0.71 0.91 -0.66
O -13.39854 9.83478 0.84224 1.02 -0.57 0.34
C -13.92885 8.94007 1.70774 1.84 -0.78 5.54
O -13.49402 8.61828 2.85384 -1.31 1.85 -4.94
O -15.07216 8.45893 1.25283 -0.43 -0.91 -1.72
H -14.48720 7.65125 -0.64312 -0.05 -0.40 0.61
H -15.92151 8.67249 -0.66912 -0.11 -0.17 0.40
H -14.64793 10.62565 -0.58709 -0.10 0.13 0.35
H -13.46996 9.60274 -1.29706 0.73 -0.12 0.52
C -6.91751 -2.96622 3.09396 -0.95 0.69 -0.16
C -5.97996 -3.80517 2.21575 -0.43 1.64 -1.83
O -5.96734 -5.05057 2.79336 -0.16 -0.99 2.89
C -6.38410 -4.89645 4.10261 -1.82 -4.10 3.02
O -6.46621 -5.83378 4.95066 0.93 4.22 -3.79
O -6.94704 -3.66641 4.29761 1.88 -2.09 1.38
H -7.98713 -2.97877 2.88456 0.09 0.20 -1.36
H -6.65972 -1.93018 3.31368 0.46 -0.11 -0.35
H -4.96696 -3.41268 2.12694 0.02 0.20 0.24
H -6.36561 -3.94774 1.20627 -0.03 0.33 -0.05
C -18.45153 -8.17481 -2.36562 -0.19 0.52 1.01
C -17.75834 -8.47998 -1.03677 -0.57 0.31 -0.49
C -18.79842 -9.03501 -0.06694 0.40 -0.55 0.74
C -19.38644 -10.35620 -0.36719 0.45 0.67 -0.26
N -19.84986 -11.35314 -0.69169 -0.08 -0.21 0.08
H -17.64524 -7.87802 -3.03639 -0.75 -0.17 -0.70
H -19.22270 -7.41516 -2.23791 0.42 0.73 -0.04
H -19.11926 -8.99847 -2.61822 0.83 -0.54 -0.73
H -17.37534 -7.60171 -0.51708 -0.05 0.36 -0.34
H -16.85740 -9.02853 -1.31152 -0.27 -0.82 0.72
H -19.61557 -8.31521 -0.01929 -0.11 0.01 -0.09
H -18.37556 -9.04411 0.93765 -0.08 -0.30 0.12
C -2.53911 -3.75714 -6.09500 -0.83 0.88 -0.19
C -3.90365 -3.30619 -6.74730 0.32 -0.22 0.00
C -4.95960 -2.74644 -5.80930 -0.22 1.08 1.18
C -4.65129 -1.60251 -4.95492 1.51 -0.93 -0.47
N -4.37284 -0.76371 -4.23966 0.14 1.30 0.92
H -1.79066 -2.96648 -6.14775 0.21 -0.17 -0.93
H -2.27508 -4.70413 -6.56574 0.56 0.30 0.15
H -2.50627 -3.85458 -5.00986 -0.94 -0.54 0.12
H -4.35668 -4.15855 -7.25360 -0.10 -0.32 0.40
H -3.79133 -2.64813 -7.60896 0.55 0.42 0.29
H -5.23054 -3.46778 -5.03837 -0.57 -0.45 -0.47
H -5.81192 -2.22304 -6.24255 -0.63 -1.34 -0.98
C -17.96203 3.13610 4.87365 -0.15 0.64 -0.37
C -18.95297 3.25868 3.66153 -0.11 0.69 1.14
C -20.35519 2.74117 3.89461 -1.39 -1.54 0.40
C -20.91461 2.98467 5.23443 -1.22 1.21 3.17
N -21.36328 3.24162 6.29683 1.45 -0.93 -3.41
H -17.08165 3.76061 4.72197 0.29 -0.38 -0.62
H -17.65642 2.13532 5.17886 -0.09 -0.09 -0.42
H -18.31239 3.62376 5.78334 -0.85 -0.18 -0.06
H -18.60824 2.86080 2.70709 0.33 -0.01 0.22
H -19.21442 4.30751 3.52121 0.95 0.36 -0.18
H -20.51808 1.67819 3.71670 0.60 -0.43 0.23
H -21.09009 3.11168 3.17994 0.18 0.66 -0.09
C -13.27508 0.58054 -1.18129 -0.12 0.14 0.43
C -12.30270 0.46635 -2.31787 -0.74 -0.25 0.42
C -12.57331 -0.78053 -3.15306 0.75 0.27 -0.74
C -12.40401 -2.06261 -2.51904 0.63 -2.63 2.32
N -12.25654 -3.07699 -1.95496 -0.36 2.16 -1.33
H -13.06454 -0.19576 -0.44567 -0.13 0.14 0.21
H -14.30982 0.46866 -1.50519 -0.06 0.15 0.01
H -13.10870 1.57414 -0.76515 -0.39 -0.13 0.48
H -11.32371 0.47779 -1.83876 0.30 -0.08 -0.65
H -12.45596 1.34785 -2.94043 0.44 -0.13 -0.28
H -11.82728 -0.76511 -3.94761 -0.37 -0.10 -0.54
H -13.59165 -0.81176 -3.54049 0.05 0.46 -0.33
```
Forces are in eV/Å.

Here are the Mulliken charges for atoms 1 to 4, given in e: -0.535, -0.136, -0.343, -0.271

---

These records have relative energy (zero: lowest compared OMol25 entry of this formula, charge and spin) values of 146.9; 48.2; 59.9 kcal/mol, in the order they appear.
These records have electronic energy values of -8862.8414; -83649.8034; -48394.7715 eV, in the order they appear.